[1]
C18H37O3P3W as an isolated structure in a non-equilibrium geometry. Source: the Open Molecules 2025 dataset; level of theory: ωB97M-V with the def2-TZVPD basis set.

Atoms and positions in Å:
P: 3.2926 -0.5899 0.4079
C: 3.5752 -0.9781 2.1222
H: 4.5980 -1.3548 2.2383
H: 2.8575 -1.7381 2.4559
H: 3.4555 -0.0779 2.7344
C: 3.4175 -2.0837 -0.5561
H: 3.2583 -1.8846 -1.6215
H: 2.7007 -2.8372 -0.2039
H: 4.4343 -2.4817 -0.4199
C: 4.3977 0.6641 -0.2102
H: 5.4291 0.3304 -0.0332
H: 4.2225 1.6031 0.3307
H: 4.2427 0.8136 -1.2872
P: -0.9399 3.0030 -0.5577
C: -0.7953 3.4340 1.1923
H: -1.3029 4.3872 1.3930
H: 0.2644 3.5051 1.4595
H: -1.2506 2.6296 1.7782
C: -0.0826 4.3655 -1.4179
H: -0.2011 4.2724 -2.5030
H: 0.9883 4.3220 -1.1851
H: -0.4903 5.3323 -1.0895
C: -2.7008 3.3131 -0.9615
H: -2.9577 4.3639 -0.7540
H: -3.3278 2.6511 -0.3518
H: -2.8935 3.0954 -2.0198
P: -2.4742 -1.9866 0.5653
C: -3.0819 -2.1185 2.2358
H: -3.7289 -3.0070 2.2894
H: -3.6678 -1.2258 2.4952
H: -2.2455 -2.2284 2.9406
C: -3.8145 -2.0266 -0.6095
H: -4.4284 -2.9112 -0.3847
H: -3.4390 -2.0985 -1.6369
H: -4.4335 -1.1235 -0.5129
C: -1.2179 -3.2125 0.2613
H: -1.7143 -4.1951 0.2732
H: -0.4527 -3.1660 1.0509
H: -0.7424 -3.0684 -0.7178
W: -0.1533 0.5130 -1.3616
C: 1.5342 0.2309 0.3325
O: 1.2425 0.7554 1.4161
C: -1.6329 -0.2731 0.3534
O: -1.9517 0.5140 1.2626
C: -1.4439 0.2328 -2.9700
C: -0.7836 -0.9710 -2.6670
C: 0.6245 -1.0104 -2.5916
C: 1.3629 0.1840 -2.7390
C: 0.7077 1.3873 -3.0410
C: -0.6993 1.4127 -3.1509
H: -2.5264 0.2648 -3.0055
H: -1.3453 -1.8861 -2.5301
H: 1.1339 -1.9344 -2.3717
H: 2.4421 0.1656 -2.6533
H: 1.2837 2.2962 -3.1603
H: -1.2140 2.3430 -3.3550
C: 0.3827 -1.3080 3.9463
O: 0.6441 -2.3814 3.0245
H: 1.2808 -0.6893 4.0614
H: 0.0588 -1.6535 4.9417
H: -0.4108 -0.6905 3.5186
H: 0.7127 -3.1938 3.5498

## Properties
- strongest force on any atom (eV/Å) = 10.2
- E (a.u.) = -2023.21189
- highest occupied orbital energy (alpha / beta) (hartree) = -0.78615 / -0.77821
- total charge = +4
- multiplicity = 3
- energy above the lowest of the compared OMol25 structures with the same formula, charge and spin (kJ/mol) = 0.0
- expectation value of S² = 2.335
- orbital gap (alpha / beta) (eV) = 6.72 / 5.38

[2]
A 2-piece molecular cluster, CH2BrP overall in a non-equilibrium geometry. Source: the Open Molecules 2025 dataset; level of theory: ωB97M-V with the def2-TZVPD basis set.

Atoms and positions in Å:
C: 1.5476 0.3715 0.2072
P: 0.7382 1.7832 0.0034
Br: 3.2438 -0.1916 -0.0029
H: 0.2319 -1.0267 -0.3703
H: -0.3560 1.0707 -0.2495

## Properties
- strongest force on any atom (eV/Å) = 3.8
- E (a.u.) = -2954.46228
- highest occupied orbital energy (alpha / beta) (hartree) = -0.32513 / -0.34880
- multiplicity = 1
- energy above the lowest of the compared OMol25 structures with the same formula, charge and spin (kJ/mol) = 463.7
- orbital gap (alpha / beta) (eV) = 8.10 / 8.59

[3]
C11H16NS as an isolated structure in a non-equilibrium geometry. Source: the Open Molecules 2025 dataset; level of theory: ωB97M-V with the def2-TZVPD basis set.

Atoms and positions in Å:
C: -3.8275 -0.0233 0.4587
C: -3.3298 -0.6630 -0.6980
C: -2.8816 0.2691 1.3828
C: -2.0247 -0.6456 -1.0709
C: -1.4736 0.3297 1.1514
C: -1.0877 -0.1092 -0.1377
C: 2.5102 0.0129 0.6199
C: 2.2694 -1.2429 1.3850
C: 0.2859 -0.2517 -0.4568
C: 0.7160 -0.4031 -1.8853
C: 1.5334 1.8851 -0.3721
N: 1.2234 0.6640 0.2951
S: 1.1638 -2.2835 0.3080
H: -4.8713 0.0888 0.5738
H: -4.0120 -1.1809 -1.4264
H: -3.1800 0.6444 2.3356
H: -1.5167 -1.1553 -1.8215
H: -0.7224 0.2705 1.9454
H: 3.2971 0.7726 1.0945
H: 2.8993 -0.2398 -0.3151
H: 3.1991 -1.7597 1.6045
H: 1.8224 -1.1176 2.3555
H: 1.8220 -0.2832 -1.9891
H: 0.0669 0.0973 -2.6881
H: 0.5630 -1.4632 -2.2956
H: 2.5221 1.9242 -0.9044
H: 0.7402 2.2467 -1.0616
H: 1.6187 2.7111 0.3896
H: 0.6746 0.9056 1.2230

## Properties
- strongest force on any atom (eV/Å) = 4.6
- E (a.u.) = -881.34568
- highest occupied orbital energy (hartree) = -0.45451
- total charge = +1
- multiplicity = 1
- energy above the lowest of the compared OMol25 structures with the same formula, charge and spin (kJ/mol) = 184.7
- orbital gap (eV) = 7.90

[4]
C36H65F2N12O2Ti as an isolated structure in a non-equilibrium geometry. Source: the Open Molecules 2025 dataset; level of theory: ωB97M-V with the def2-TZVPD basis set.

Atoms and positions in Å:
Ti: 0.0734 -0.5523 -0.3427
C: 1.3682 2.2585 4.5737
N: 1.8553 1.2961 3.6051
C: 1.6153 -0.0933 3.9255
C: 2.2787 1.6934 2.3727
N: 2.0531 1.0245 1.2845
C: 2.9507 1.3701 0.1936
C: 2.6800 0.5379 -1.0418
N: 1.3333 0.7082 -1.6227
C: 1.0868 2.1017 -2.0581
C: 0.3752 3.0651 -1.1071
N: -0.6481 2.5426 -0.2293
C: -1.8085 3.1262 -0.3307
N: -2.3560 3.5319 -1.5288
C: -2.2079 2.7322 -2.7233
C: -3.1809 4.7146 -1.6681
N: -2.5351 3.4378 0.7802
C: -1.8764 3.9342 1.9764
C: -3.9811 3.4220 0.8435
C: 1.2620 -0.1545 -2.8103
C: -0.1701 -0.3461 -3.2965
N: -1.0482 -0.6435 -2.1680
C: -2.2756 -0.9759 -2.4520
N: -2.7560 -1.1062 -3.7390
C: -4.0822 -0.6015 -4.0572
C: -2.1941 -1.9659 -4.7687
N: -3.1841 -1.1816 -1.4338
C: -4.1252 -2.2796 -1.5579
C: -3.6464 -0.0833 -0.6038
N: 3.1202 2.8127 2.4022
C: 2.8049 4.0477 1.7177
C: 4.0802 2.9677 3.4790
H: 0.3429 2.0039 4.8560
H: 1.9834 2.2612 5.4786
H: 1.3652 3.2607 4.1490
H: 1.7940 -0.2365 4.9935
H: 0.6099 -0.4233 3.6817
H: 2.2957 -0.7113 3.3513
H: 2.9163 2.4269 -0.0869
H: 3.9858 1.1782 0.5081
H: 3.4408 0.7920 -1.7970
H: 2.7986 -0.5095 -0.7680
H: 2.0506 2.5463 -2.3367
H: 0.4829 2.0647 -2.9630
H: 1.1222 3.5286 -0.4567
H: -0.0177 3.8733 -1.7395
H: -1.7125 1.7993 -2.4631
H: -3.1943 2.5000 -3.1407
H: -1.6346 3.2562 -3.4957
H: -3.0459 5.3669 -0.8088
H: -2.8699 5.2573 -2.5642
H: -4.2442 4.4761 -1.7727
H: -0.8118 3.7231 1.9091
H: -2.0285 5.0164 2.0637
H: -2.2871 3.4637 2.8694
H: -4.4063 2.9807 -0.0546
H: -4.2975 2.8194 1.6976
H: -4.3893 4.4288 0.9776
H: 1.8742 0.2515 -3.6262
H: 1.6727 -1.1325 -2.5488
H: -0.5241 0.5417 -3.8360
H: -0.1383 -1.1564 -4.0247
H: -4.4605 0.0184 -3.2489
H: -4.0177 0.0148 -4.9575
H: -4.7925 -1.4104 -4.2521
H: -1.5346 -2.7155 -4.3338
H: -3.0104 -2.4943 -5.2649
H: -1.6589 -1.3961 -5.5343
H: -5.1105 -1.9735 -1.9281
H: -4.2555 -2.7245 -0.5690
H: -3.7203 -3.0414 -2.2218
H: -2.8168 0.5833 -0.3850
H: -4.4603 0.4740 -1.0939
H: -4.0337 -0.4802 0.3347
H: 3.5951 4.3339 1.0147
H: 1.8634 3.9660 1.1778
H: 2.7009 4.8596 2.4463
H: 4.1927 2.0299 4.0163
H: 5.0493 3.2470 3.0558
H: 3.7932 3.7486 4.1934
F: -2.9217 0.7209 4.0480
C: -2.5170 -0.2050 3.1423
C: -1.6147 0.1531 2.1678
C: -1.2002 -0.7610 1.2003
C: -1.7218 -2.0819 1.2782
C: -2.6116 -2.3979 2.3027
F: -3.1119 -3.6514 2.4261
C: -3.0324 -1.4833 3.2439
C: -1.1802 -3.0193 0.3062
C: -1.5906 -4.3405 0.1363
C: -0.9273 -5.1854 -0.7350
C: 0.1565 -4.6761 -1.4497
C: 0.4855 -3.3528 -1.2896
N: -0.1535 -2.5059 -0.4537
H: -1.2038 1.1476 2.1435
H: -3.7128 -1.7645 4.0344
H: -2.4296 -4.7218 0.6952
H: -1.2355 -6.2145 -0.8556
H: 0.7349 -5.3029 -2.1141
H: 1.3178 -2.9466 -1.8485
C: 5.0719 -3.6762 -1.3999
N: 5.1819 -3.2754 -0.0037
C: 6.4185 -3.4879 0.7381
C: 4.1243 -2.7089 0.5729
O: 3.0639 -2.4686 -0.0058
H: 5.9904 -4.1579 -1.7190
H: 4.8842 -2.8090 -2.0351
H: 4.2382 -4.3692 -1.5200
H: 7.0488 -4.1863 0.1966
H: 6.2074 -3.9089 1.7207
H: 6.9704 -2.5553 0.8690
H: 4.2746 -2.4589 1.6349
C: 1.1966 -3.8324 2.6356
O: 1.0965 -2.5505 2.0513
H: 1.1965 -4.6317 1.8858
H: 0.3289 -3.9705 3.2811
H: 2.0998 -3.9286 3.2518
H: 1.7600 -2.4626 1.3509

## Properties
- strongest force on any atom (eV/Å) = 2.3
- E (a.u.) = -3267.24676
- highest occupied orbital energy (alpha / beta) (hartree) = -0.27227 / -0.36463
- total charge = +1
- multiplicity = 3
- energy above the lowest of the compared OMol25 structures with the same formula, charge and spin (kJ/mol) = 174.1
- expectation value of S² = 2.021
- orbital gap (alpha / beta) (eV) = 5.74 / 8.24

[5]
A 2-piece molecular cluster, C5H14O overall in a non-equilibrium geometry. Source: the Open Molecules 2025 dataset; level of theory: ωB97M-V with the def2-TZVPD basis set.

Atoms and positions in Å:
C: 1.4284 0.5563 -1.1864
C: 1.3348 -0.8942 -1.5554
C: 0.0082 -1.6617 -1.3611
C: -0.5045 -1.5999 0.1001
C: -2.0697 -1.2083 0.3118
H: 1.9112 1.0156 -2.1107
H: 0.5442 1.1380 -1.1039
H: 2.0099 0.8904 -0.3204
H: 1.3766 -0.8406 -2.6713
H: 2.2299 -1.4163 -1.1910
H: 0.2969 -2.6792 -1.6138
H: -0.7376 -1.0569 -1.9937
H: 0.1940 -0.7445 0.6377
H: -0.2445 -2.5072 0.6875
H: -2.2428 -0.7659 1.4152
H: -2.7678 -1.9794 -0.2722
H: -2.3050 -0.3050 -0.2468
H: -0.2033 4.7030 4.9236
H: 0.2583 4.5874 3.5314
O: -0.5171 4.7683 4.0196

## Properties
- strongest force on any atom (eV/Å) = 3.1
- E (a.u.) = -274.06657
- SMILES string = CCCCC.O
- highest occupied orbital energy (hartree) = -0.38591
- multiplicity = 1
- energy above the lowest of the compared OMol25 structures with the same formula, charge and spin (kJ/mol) = 198.2
- orbital gap (eV) = 11.33

[6]
One molecule with the formula C6H11NSi in a non-equilibrium geometry. Source: the Open Molecules 2025 dataset; level of theory: ωB97M-V with the def2-TZVPD basis set.

Atoms and positions in Å:
C: 2.9636 0.4464 -0.1317
C: 2.2997 -2.0460 0.4963
C: 1.8734 -0.3806 0.1559
C: -0.5070 0.0943 1.8100
C: -0.9741 -0.6258 -1.5095
C: 0.2275 2.0508 -0.4504
N: 3.8423 1.2057 -0.1924
Si: 0.0391 0.2206 -0.0689
H: 1.4259 -2.5902 0.8012
H: 3.3249 -2.2129 0.6748
H: 0.2360 0.6963 2.2436
H: -1.4347 0.5478 2.0441
H: -0.4579 -0.9198 2.2090
H: -1.5563 0.1638 -1.8224
H: -0.4503 -1.0545 -2.3142
H: -1.4588 -1.3788 -1.0017
H: 0.7346 2.1083 -1.4552
H: -0.6919 2.5302 -0.7506
H: 0.8737 2.5292 0.2281

## Properties
- strongest force on any atom (eV/Å) = 8.3
- E (a.u.) = -579.34406
- SMILES string = C=C(C#N)[Si](C)(C)C
- highest occupied orbital energy (alpha / beta) (hartree) = -0.33264 / -0.34693
- multiplicity = 1
- energy above the lowest of the compared OMol25 structures with the same formula, charge and spin (kJ/mol) = 275.4
- orbital gap (alpha / beta) (eV) = 8.58 / 8.55